Entry 1:
Density functional theory data (the ωB97M-V functional and the def2-TZVPD basis) for a molecular structure, H31O16 at a distorted geometry.

The geometry in XYZ format:
```
47
Properties=species:S:1:pos:R:3:nbo_charge:R:1
O 1.562 -4.568 0.002 -1.0135
H -0.593 -1.287 4.888 0.4759
H 3.138 1.974 -1.531 0.4172
O 2.548 0.619 1.632 -1.0676
H 1.873 -4.527 0.927 0.4293
H 1.058 -3.867 -0.146 0.4750
O -0.905 1.816 -2.301 -1.0022
H 2.902 -0.216 1.375 0.4332
H -1.623 -2.973 -5.046 0.4643
O 2.254 2.038 -1.063 -1.1603
H 3.970 2.783 3.807 0.4447
H 1.647 1.437 -1.607 0.4207
O 3.367 3.365 3.464 -0.9284
H -2.885 -2.250 -4.762 0.4450
H -0.301 -2.078 -1.556 0.4939
O -2.874 0.059 -1.340 -1.0096
H -2.794 1.066 -1.539 0.4781
H -1.856 -0.089 -1.293 0.5036
O -2.933 4.722 -0.060 -0.9707
H -2.543 5.697 0.053 0.4623
H -2.621 4.166 0.597 0.4707
O -0.625 1.638 2.497 -0.9608
H -0.356 0.812 2.150 0.4840
H -0.670 2.537 -1.837 0.4501
O 0.518 -0.975 1.245 -1.2086
H 1.141 -1.611 1.107 0.4323
O -2.591 -1.812 2.172 -0.9559
H -1.817 -1.632 1.497 0.4903
H -2.068 -1.955 2.863 0.4462
O -2.046 -2.336 -4.371 -0.9409
H -0.272 1.118 -2.094 0.4849
H 2.879 2.791 2.994 0.4752
O -0.216 -2.921 -1.867 -0.9987
H 0.288 -3.542 -4.708 0.4765
H -1.043 -3.418 -1.704 0.4633
O 1.684 3.370 0.990 -1.0028
H 1.462 2.989 0.114 0.4975
H 1.395 2.875 1.731 0.4683
O -1.160 -1.450 5.621 -0.9756
H 0.873 0.206 -1.066 0.4270
H -1.447 -0.609 5.974 0.4663
O 0.051 -0.079 -0.981 -1.1745
H 0.068 -0.694 0.106 0.4956
H -1.283 1.756 1.929 0.4486
O 0.425 -3.077 -5.515 -1.0084
H 1.600 0.336 1.816 0.4914
H 0.817 -2.205 -5.166 0.4671
```

Output
<S²>: 0.750
Total charge: -2
Kohn-Sham gap (alpha / beta), hartree: 0.075 / 0.323
F_max, eV/Å: 6.96
Spin multiplicity: 2
Energy relative to the best compared isomer or geometry (same formula, charge and spin), eV: 2.361
Highest occupied orbital energy (alpha / beta), eV: 2.73 / -4.13

***

Entry 2:
Density functional theory data (the ωB97M-V functional and the def2-TZVPD basis) for 16 unconnected molecules or ions with the total composition H32O16 at a distorted geometry.

The geometry in XYZ format:
```
48
Properties=species:S:1:pos:R:3:nbo_charge:R:1
O 2.698 -2.531 0.074 -0.9666
H 2.802 -3.384 0.515 0.4731
H 1.993 -2.666 -0.524 0.4971
O -3.494 1.891 0.063 -0.9460
H -3.694 1.476 0.868 0.4606
H -3.279 1.233 -0.568 0.4850
O 1.834 2.391 -0.662 -0.9717
H 1.380 1.939 -0.006 0.4983
H 2.707 2.425 -0.295 0.4859
O -1.482 3.620 -0.675 -0.9740
H -0.899 3.473 -1.363 0.4801
H -2.032 2.849 -0.606 0.4723
O -0.208 2.459 -2.866 -0.9598
H 0.112 2.986 -3.602 0.4688
H 0.568 2.101 -2.430 0.4920
O -2.216 -0.011 -1.839 -0.9505
H -1.438 0.082 -1.275 0.4957
H -2.754 -0.658 -1.359 0.4335
O 0.664 -3.874 1.527 -0.9646
H 0.883 -4.286 0.705 0.4696
H 0.848 -2.925 1.361 0.4795
O 1.009 -1.044 2.090 -0.9462
H 1.556 -1.715 2.554 0.4954
H 0.118 -1.303 2.329 0.4756
O 3.635 0.036 0.082 -0.9736
H 3.633 0.154 1.060 0.4646
H 3.078 -0.770 -0.068 0.4955
O 1.999 0.459 -2.592 -0.9776
H 2.078 0.842 -1.735 0.5072
H 2.077 1.122 -3.233 0.4714
O -2.909 -0.504 1.598 -0.9817
H -2.514 -1.243 1.095 0.4995
H -3.869 -0.549 1.484 0.4950
O -1.183 1.127 2.563 -0.9971
H -1.737 0.356 2.397 0.4899
H -1.750 1.872 2.805 0.4867
O 1.573 1.712 1.947 -0.9747
H 1.353 0.870 2.336 0.4925
H 0.862 2.317 2.135 0.4852
O -0.101 0.322 -0.192 -0.9666
H -0.597 0.782 0.477 0.4991
H 0.203 -0.473 0.230 0.4877
O -1.487 -2.385 -0.271 -0.9499
H -1.566 -3.081 0.375 0.4883
H -2.226 -2.640 -0.800 0.4794
O 0.849 -1.951 -1.884 -0.9891
H -0.074 -1.851 -1.642 0.4743
H 0.979 -1.059 -2.204 0.5107
```

Output
Kohn-Sham gap, hartree: 0.330
F_max, eV/Å: 3.15
Energy relative to the best compared isomer or geometry (same formula, charge and spin), eV: 4.913
Highest occupied orbital energy, eV: -9.83

***

Entry 3:
Density functional theory data (the ωB97M-V functional and the def2-TZVPD basis) for 16 unconnected molecules or ions with the total composition H32O16 at a distorted geometry.

The geometry in XYZ format:
```
48
Properties=species:S:1:pos:R:3:nbo_charge:R:1
O 0.796 2.906 -1.965 -0.9926
H 0.531 2.019 -1.667 0.4837
H 1.398 3.049 -1.204 0.4875
O 1.493 -2.285 0.946 -0.9862
H 2.270 -1.708 0.864 0.5079
H 0.719 -1.752 0.756 0.4664
O -2.388 -2.563 -4.604 -0.9576
H -3.024 -1.869 -4.799 0.4837
H -1.644 -2.520 -5.217 0.4949
O 0.135 0.508 1.131 -1.0053
H -0.304 1.337 1.378 0.4777
H -0.593 0.191 0.517 0.5100
O -1.320 4.552 1.289 -0.9741
H -1.107 4.640 2.217 0.4866
H -1.545 5.342 0.800 0.4883
O 1.005 -0.604 3.890 -0.9855
H 1.896 -0.423 4.185 0.4844
H 0.635 -0.019 3.224 0.4983
O -0.966 0.668 -1.569 -0.9858
H -1.244 -0.251 -1.750 0.4875
H -1.767 1.086 -1.920 0.4837
O -0.588 -3.689 -0.551 -0.9491
H -0.608 -4.104 0.326 0.4789
H -1.537 -3.507 -0.617 0.4699
O 2.109 3.505 0.374 -0.9678
H 1.692 4.161 0.940 0.4966
H 3.057 3.599 0.263 0.4934
O 1.566 -4.030 4.157 -0.9423
H 1.814 -4.565 3.393 0.4698
H 1.025 -3.340 3.734 0.4682
O -2.041 -0.849 1.020 -0.9474
H -1.861 -1.575 1.641 0.4885
H -1.767 -1.293 0.198 0.4728
O 3.379 2.893 -3.259 -0.9754
H 2.420 2.808 -3.395 0.5029
H 3.865 2.434 -3.946 0.4659
O -1.790 -1.956 -2.137 -0.9950
H -2.425 -2.142 -2.859 0.5127
H -0.885 -1.982 -2.461 0.4925
O 2.992 -0.016 0.942 -0.9591
H 2.199 0.446 0.609 0.5010
H 3.648 0.411 0.371 0.4700
O -0.723 -3.683 2.584 -0.9947
H -0.738 -3.760 3.540 0.4966
H -0.043 -3.114 2.225 0.4971
O -3.418 3.466 -1.440 -0.9558
H -3.369 4.421 -1.500 0.4726
H -2.950 3.159 -0.657 0.4838
```

Output
Kohn-Sham gap, hartree: 0.384
F_max, eV/Å: 1.72
Energy relative to the best compared isomer or geometry (same formula, charge and spin), eV: 5.568
Highest occupied orbital energy, eV: -10.51

***

What did the second record say?
Density functional theory data (the ωB97M-V functional and the def2-TZVPD basis) for 16 unconnected molecules or ions with the total composition H32O16 at a distorted geometry.

The geometry in XYZ format:
```
48
Properties=species:S:1:pos:R:3:nbo_charge:R:1
O 2.698 -2.531 0.074 -0.9666
H 2.802 -3.384 0.515 0.4731
H 1.993 -2.666 -0.524 0.4971
O -3.494 1.891 0.063 -0.9460
H -3.694 1.476 0.868 0.4606
H -3.279 1.233 -0.568 0.4850
O 1.834 2.391 -0.662 -0.9717
H 1.380 1.939 -0.006 0.4983
H 2.707 2.425 -0.295 0.4859
O -1.482 3.620 -0.675 -0.9740
H -0.899 3.473 -1.363 0.4801
H -2.032 2.849 -0.606 0.4723
O -0.208 2.459 -2.866 -0.9598
H 0.112 2.986 -3.602 0.4688
H 0.568 2.101 -2.430 0.4920
O -2.216 -0.011 -1.839 -0.9505
H -1.438 0.082 -1.275 0.4957
H -2.754 -0.658 -1.359 0.4335
O 0.664 -3.874 1.527 -0.9646
H 0.883 -4.286 0.705 0.4696
H 0.848 -2.925 1.361 0.4795
O 1.009 -1.044 2.090 -0.9462
H 1.556 -1.715 2.554 0.4954
H 0.118 -1.303 2.329 0.4756
O 3.635 0.036 0.082 -0.9736
H 3.633 0.154 1.060 0.4646
H 3.078 -0.770 -0.068 0.4955
O 1.999 0.459 -2.592 -0.9776
H 2.078 0.842 -1.735 0.5072
H 2.077 1.122 -3.233 0.4714
O -2.909 -0.504 1.598 -0.9817
H -2.514 -1.243 1.095 0.4995
H -3.869 -0.549 1.484 0.4950
O -1.183 1.127 2.563 -0.9971
H -1.737 0.356 2.397 0.4899
H -1.750 1.872 2.805 0.4867
O 1.573 1.712 1.947 -0.9747
H 1.353 0.870 2.336 0.4925
H 0.862 2.317 2.135 0.4852
O -0.101 0.322 -0.192 -0.9666
H -0.597 0.782 0.477 0.4991
H 0.203 -0.473 0.230 0.4877
O -1.487 -2.385 -0.271 -0.9499
H -1.566 -3.081 0.375 0.4883
H -2.226 -2.640 -0.800 0.4794
O 0.849 -1.951 -1.884 -0.9891
H -0.074 -1.851 -1.642 0.4743
H 0.979 -1.059 -2.204 0.5107
```

Output
Kohn-Sham gap, hartree: 0.330
F_max, eV/Å: 3.15
Energy relative to the best compared isomer or geometry (same formula, charge and spin), eV: 4.913
Highest occupied orbital energy, eV: -9.83

***

Repeat the first record exactly.
Density functional theory data (the ωB97M-V functional and the def2-TZVPD basis) for a molecular structure, H31O16 at a distorted geometry.

The geometry in XYZ format:
```
47
Properties=species:S:1:pos:R:3:nbo_charge:R:1
O 1.562 -4.568 0.002 -1.0135
H -0.593 -1.287 4.888 0.4759
H 3.138 1.974 -1.531 0.4172
O 2.548 0.619 1.632 -1.0676
H 1.873 -4.527 0.927 0.4293
H 1.058 -3.867 -0.146 0.4750
O -0.905 1.816 -2.301 -1.0022
H 2.902 -0.216 1.375 0.4332
H -1.623 -2.973 -5.046 0.4643
O 2.254 2.038 -1.063 -1.1603
H 3.970 2.783 3.807 0.4447
H 1.647 1.437 -1.607 0.4207
O 3.367 3.365 3.464 -0.9284
H -2.885 -2.250 -4.762 0.4450
H -0.301 -2.078 -1.556 0.4939
O -2.874 0.059 -1.340 -1.0096
H -2.794 1.066 -1.539 0.4781
H -1.856 -0.089 -1.293 0.5036
O -2.933 4.722 -0.060 -0.9707
H -2.543 5.697 0.053 0.4623
H -2.621 4.166 0.597 0.4707
O -0.625 1.638 2.497 -0.9608
H -0.356 0.812 2.150 0.4840
H -0.670 2.537 -1.837 0.4501
O 0.518 -0.975 1.245 -1.2086
H 1.141 -1.611 1.107 0.4323
O -2.591 -1.812 2.172 -0.9559
H -1.817 -1.632 1.497 0.4903
H -2.068 -1.955 2.863 0.4462
O -2.046 -2.336 -4.371 -0.9409
H -0.272 1.118 -2.094 0.4849
H 2.879 2.791 2.994 0.4752
O -0.216 -2.921 -1.867 -0.9987
H 0.288 -3.542 -4.708 0.4765
H -1.043 -3.418 -1.704 0.4633
O 1.684 3.370 0.990 -1.0028
H 1.462 2.989 0.114 0.4975
H 1.395 2.875 1.731 0.4683
O -1.160 -1.450 5.621 -0.9756
H 0.873 0.206 -1.066 0.4270
H -1.447 -0.609 5.974 0.4663
O 0.051 -0.079 -0.981 -1.1745
H 0.068 -0.694 0.106 0.4956
H -1.283 1.756 1.929 0.4486
O 0.425 -3.077 -5.515 -1.0084
H 1.600 0.336 1.816 0.4914
H 0.817 -2.205 -5.166 0.4671
```

Output
<S²>: 0.750
Total charge: -2
Kohn-Sham gap (alpha / beta), hartree: 0.075 / 0.323
F_max, eV/Å: 6.96
Spin multiplicity: 2
Energy relative to the best compared isomer or geometry (same formula, charge and spin), eV: 2.361
Highest occupied orbital energy (alpha / beta), eV: 2.73 / -4.13

***

What is the energy relative to the best compared isomer or geometry (same formula, charge and spin) in the second record?
4.913 eV